(1)
Density functional theory data (the ωB97M-V functional and the def2-TZVPD basis) for a molecular structure, C30H34GdGeN6O.

The geometry in ORCA input format:
```
! wB97M-V def2-TZVPD RIJCOSX def2/J DEFGRID3
* xyz 1 8
Gd -0.50726 0.40562 -0.13681
O 1.21155 -1.69580 -0.48691
C 1.82812 -1.73714 -1.76626
C 2.28029 -0.35081 -2.14610
C 3.31901 -0.18395 -3.04988
C 3.71296 1.09616 -3.39602
C 3.06541 2.17966 -2.82112
C 2.03636 1.92657 -1.94146
N 1.64167 0.69054 -1.60827
H 0.68501 -2.50093 -0.37354
H 1.12505 -2.10971 -2.51700
H 2.69056 -2.40272 -1.75538
H 3.81444 -1.05333 -3.46594
H 4.52298 1.24857 -4.09822
H 3.34463 3.19842 -3.05272
H 1.49667 2.74727 -1.48094
N 1.52273 0.15338 1.63551
C 1.81128 1.27971 2.46993
C 2.95686 1.38638 3.20479
C 3.20297 2.51264 4.02423
C 2.27921 3.50865 4.11878
C 1.08775 3.43779 3.35737
C 0.09527 4.44505 3.40676
C -1.01687 4.34574 2.62692
C -1.12479 3.24415 1.76028
N -0.23257 2.28341 1.68145
C 0.86754 2.34156 2.49976
H 0.83947 -0.45346 2.08412
H 2.35170 -0.40418 1.47764
H 3.67944 0.57776 3.17737
H 4.12171 2.56362 4.59493
H 2.44100 4.36178 4.76645
H 0.23481 5.29145 4.07009
H -1.79695 5.09520 2.64365
H -1.97802 3.17039 1.09306
C -3.83416 -1.17510 -4.20672
C -4.18604 -2.14796 -3.19259
C -3.41634 -2.34209 -2.09269
C -2.24768 -1.55241 -1.88786
C -1.87374 -0.43811 -2.84756
C -2.74290 -0.41475 -4.06984
N -1.50879 -1.60610 -0.80166
N -1.79331 -2.56437 0.12940
C -1.68009 -2.15291 1.39736
C -1.92369 -3.13276 2.41466
C -1.94953 -2.76735 3.72039
C -1.72545 -1.41360 4.07912
C -1.45746 -0.53190 3.08181
N -1.39442 -0.86007 1.76027
H -4.45502 -1.08671 -5.08937
H -5.08418 -2.73800 -3.32629
H -3.67268 -3.06708 -1.33523
H -0.82882 -0.55408 -3.16212
H -2.45888 0.27815 -4.85512
H -2.10735 -4.14817 2.09041
H -2.14878 -3.50598 4.48811
H -1.76344 -1.08233 5.10675
H -1.26337 0.50905 3.31158
C -3.50541 3.04910 -3.98405
Ge -1.83395 2.56026 -3.12019
C -0.45542 2.46847 -4.49122
C -1.42243 3.99930 -1.84753
C -2.00224 0.92133 -2.06674
H -3.44131 4.07896 -4.34355
H -4.32833 2.97915 -3.26933
H -3.73005 2.39643 -4.82877
H -0.19623 3.48586 -4.79604
H -0.83185 1.93978 -5.37047
H 0.45057 1.96335 -4.15224
H -1.30734 4.96057 -2.35532
H -0.50615 3.80879 -1.28184
H -2.25213 4.09196 -1.14053
H -3.02078 0.96480 -1.66326
*
```

Summary:
Expectation value of S²: 16.066
Gap between HOMO and LUMO (spin up / spin down), Eh: 0.2218 / 0.2279
HOMO energy (spin up / spin down), eV: -9.08 / -9.10

---

(2)
Density functional theory data (the ωB97M-V functional and the def2-TZVPD basis) for 2 unconnected molecules or ions with the total composition CH4N2O2S.

The geometry in ORCA input format:
```
! wB97M-V def2-TZVPD RIJCOSX def2/J DEFGRID3
* xyz 0 1
C -2.48896 0.40236 0.47518
N -2.11364 1.10948 1.35528
N 1.29690 0.08727 -0.09760
O 1.05239 -1.22133 0.40410
O 2.05220 -0.08283 -1.37236
S -3.22347 -0.28124 -0.71138
H 0.44146 0.45372 -0.47320
H 1.29298 -1.85612 -0.34230
H -1.22516 1.13694 1.69307
H 2.91530 0.25176 -0.93080
*
```

Summary:
Gap between HOMO and LUMO, Eh: 0.3807
HOMO energy, eV: -9.74
SMILES string: N=C=S.ONO

---

(3)
Density functional theory data (the ωB97M-V functional and the def2-TZVPD basis) for C5H8BrFO4 in the gas phase.

The geometry in ORCA input format:
```
! wB97M-V def2-TZVPD RIJCOSX def2/J DEFGRID3
* xyz 0 1
C -0.07996 -1.37930 -0.21574
C -0.80972 -0.12697 0.35807
C -0.37192 1.20951 -0.15378
C 1.10587 1.24014 0.34925
C 1.86219 -0.07807 -0.37326
O 1.34348 -1.25658 -0.01542
O -0.68592 -0.19799 1.76517
O -1.17321 2.26922 0.16518
O 1.91559 0.21160 -1.71241
F 1.74342 2.38717 -0.04563
Br 3.72855 -0.02332 0.37067
H -0.38208 -2.11617 0.49462
H -0.25123 -1.35301 -1.28586
H -1.73214 -0.40289 0.01164
H -0.32136 1.10545 -1.19038
H 1.13022 1.24705 1.47917
H -0.71235 -1.12643 2.07955
H -1.20230 2.45026 1.06113
H 2.74446 -0.33969 -2.06497
*
```

Summary:
Gap between HOMO and LUMO, Eh: 0.3861
HOMO energy, eV: -10.08
SMILES string: O[C@@H]1[C@H](O)CO[C@](O)(Br)[C@H]1F

---

(4)
Density functional theory data (the ωB97M-V functional and the def2-TZVPD basis) for C5H8N2 in the gas phase.

The geometry in ORCA input format:
```
! wB97M-V def2-TZVPD RIJCOSX def2/J DEFGRID3
* xyz 0 1
C -0.84329 -1.72545 1.45477
N -0.48946 -0.60684 0.60645
C -1.19081 0.59466 0.54016
C -0.57721 1.50548 -0.30396
C 0.54407 0.75247 -0.71114
N 1.35073 1.51943 -1.67938
C 0.62623 -0.52038 -0.18633
H -1.93372 -1.77847 1.53389
H -0.48546 -2.66168 1.01613
H -0.42508 -1.62178 2.46360
H -2.11118 0.66644 1.11826
H 0.63930 2.34042 -1.59240
H 1.39770 1.12674 -2.62536
H 2.29786 1.77165 -1.37661
H 1.32429 -1.34485 -0.27930
*
```

Summary:
Gap between HOMO and LUMO, Eh: 0.2808
HOMO energy, eV: -7.23

---

(5)
Density functional theory data (the ωB97M-V functional and the def2-TZVPD basis) for CH3O3PS in the gas phase.

The geometry in ORCA input format:
```
! wB97M-V def2-TZVPD RIJCOSX def2/J DEFGRID3
* xyz 0 1
C -0.10041 0.18138 -0.20780
O 0.82190 0.84864 -1.03042
O 0.03052 -1.20185 -0.07289
O -1.38657 0.35947 -0.73009
P 0.03118 1.25008 1.38608
S 1.10862 0.03732 2.62446
H 0.65962 0.50930 -1.90719
H 0.41727 -1.45736 0.85783
H -1.58213 -0.52698 -0.91998
*
```

Summary:
Gap between HOMO and LUMO, Eh: 0.2771
HOMO energy, eV: -9.41
SMILES string: OC(O)(O)P=S

---

(6)
Density functional theory data (the ωB97M-V functional and the def2-TZVPD basis) for 2 unconnected molecules or ions with the total composition C6H15N3O2P.

The geometry in ORCA input format:
```
! wB97M-V def2-TZVPD RIJCOSX def2/J DEFGRID3
* xyz 1 1
C -0.16833 -0.31319 0.49257
C -3.19199 -0.58885 0.42542
C 2.58118 0.25113 0.84818
C 1.63194 1.36875 0.31204
C 2.88383 -0.68924 -0.33903
C 0.41119 0.80214 -0.46877
N -3.12277 -1.67587 -0.40281
N -3.29950 0.69700 -0.06256
N -0.56937 1.72490 -0.87850
O -1.11939 -0.11702 1.22931
O 0.42542 -1.46257 0.49036
P 1.64532 -2.11518 -0.54263
H 3.56888 0.77172 1.08130
H 2.07741 -0.32622 1.58053
H 1.33872 1.86679 1.14399
H 2.06536 2.02900 -0.40442
H 3.02733 -0.23091 -1.36931
H 3.72587 -1.30628 -0.31673
H 0.87478 0.35483 -1.30296
H -3.22980 -1.64846 -1.42307
H -3.28126 -2.55939 -0.02041
H -2.78006 0.86003 -0.92063
H -3.32300 1.49131 0.54834
H -0.37188 2.29253 -1.67616
H -0.58041 2.38075 -0.10800
H -3.34535 -0.90772 1.51425
H 2.12587 -2.94999 0.56972
*
```

Summary:
Gap between HOMO and LUMO, Eh: 0.3449
HOMO energy, eV: -12.51

---

Asked for molar mass across the records above, the calculation gives 724.50, 108.12, 231.02, 96.13, 126.07, 192.18 u in order.
Asked for strongest force on any atom across the records above, the calculation gives 1.57, 3.98, 4.04, 0.92, 3.08, 4.01 eV Å⁻¹ in order.
Asked for electronic energy across the records above, the calculation gives -119995.6259, -19008.3108, -86262.7826, -8291.1662, -27351.2711, -24312.5554 eV in order.